[1]
{"formula": "C27H34Cl2FeN5O3", "method": "the ωB97M-V functional and the def2-TZVPD basis", "species": ["H", "H", "Fe", "C", "H", "C", "H", "C", "C", "H", "C", "H", "C", "H", "O", "H", "H", "N", "C", "H", "H", "H", "C", "H", "C", "Cl", "N", "H", "C", "H", "Cl", "C", "C", "H", "C", "H", "H", "C", "H", "H", "C", "H", "C", "H", "C", "H", "N", "C", "H", "C", "C", "C", "H", "C", "N", "N", "C", "C", "H", "H", "H", "C", "H", "H", "C", "H", "H", "C", "H", "O", "O", "H"], "positions_angstrom": [[0.804, 3.236, -0.914], [2.297, -4.709, -3.363], [-0.346, 0.425, -0.791], [1.901, -4.261, -2.443], [0.723, 5.701, -0.924], [4.150, -3.298, -2.079], [-3.857, -4.181, 1.717], [-0.115, 0.359, 2.435], [-3.249, -3.416, 2.219], [-1.603, 1.178, 4.476], [0.979, -1.481, 3.036], [-1.989, 1.666, 6.912], [1.309, 1.561, -3.061], [2.008, 5.737, -5.055], [1.100, 1.047, -1.793], [-2.007, 0.406, -5.451], [-2.879, 1.526, -4.391], [-0.421, 1.355, 10.061], [0.421, -0.288, -4.628], [-5.598, -2.320, 1.257], [1.480, -0.521, -4.813], [-2.188, -3.625, 2.058], [-4.929, -1.651, 1.823], [-2.930, -0.434, 0.623], [1.021, 5.178, -1.833], [-2.044, -0.300, -2.030], [0.338, -0.345, 3.525], [-0.644, 1.288, 2.551], [-2.664, -1.479, 0.885], [4.405, -4.125, -1.396], [-1.502, 1.983, 0.299], [-0.797, 1.874, -4.376], [1.421, 3.088, -2.986], [0.023, -1.021, -3.912], [1.350, 5.893, -2.989], [0.856, -3.962, -2.569], [-3.494, -3.458, 3.287], [-0.143, 0.720, 7.543], [2.070, 3.234, -5.029], [-2.243, 2.099, -5.932], [0.172, 0.004, 4.876], [4.516, -3.556, -3.084], [0.964, -0.045, 7.150], [-5.231, -1.677, 2.879], [0.256, 1.095, -4.085], [1.978, -5.011, -1.640], [-3.552, -2.090, 1.710], [1.739, 5.198, -4.145], [-5.010, -0.631, 1.425], [-1.101, 1.114, 6.594], [-0.300, 1.078, 8.929], [-0.906, 0.820, 5.239], [1.410, -2.232, 3.673], [1.090, -0.464, 5.823], [2.707, -3.090, -2.126], [0.205, -0.267, 1.307], [1.791, 3.803, -4.136], [2.125, -2.002, -1.559], [-0.145, -0.402, -5.563], [-0.799, 2.917, -4.053], [2.264, 1.136, -3.419], [1.080, 3.781, -1.821], [1.725, -0.315, 7.884], [2.864, -1.234, -1.243], [-2.035, 1.438, -5.084], [1.916, -1.113, 5.521], [4.629, -2.374, -1.732], [0.873, -1.436, 1.675], [1.318, 6.985, -3.000], [-1.637, -2.032, 0.477], [0.898, -1.886, -1.402], [1.185, -2.190, 0.978]], "forces_ev_per_a": [[0.1, 0.1, -0.5], [-0.2, 0.0, 0.1], [0.9, -1.0, -0.1], [0.2, 0.1, -0.1], [0.1, -0.1, -0.2], [-0.4, 0.1, -0.1], [0.2, 0.0, 0.0], [0.8, -1.2, -0.6], [-0.2, 0.1, -0.1], [0.2, -0.2, 0.4], [-0.1, 0.1, -0.5], [0.4, -0.1, -0.1], [0.1, 0.0, 0.4], [-0.1, 0.0, 0.3], [0.6, -0.1, -0.3], [0.0, 0.2, 0.2], [0.1, -0.1, -0.1], [0.3, -0.6, -2.4], [-0.3, -0.4, 0.2], [0.1, 0.2, 0.1], [-0.2, 0.1, 0.0], [-0.3, 0.1, 0.0], [0.3, 0.0, 0.0], [0.1, -0.4, -0.1], [0.3, 0.0, -0.3], [-1.1, -0.6, -0.9], [0.1, -0.3, -0.3], [0.0, 0.1, -0.5], [1.3, -0.6, -1.0], [0.0, 0.2, -0.1], [-1.0, 1.7, 0.9], [0.6, -0.3, 0.0], [0.0, 0.0, -0.4], [0.1, 0.0, -0.1], [0.0, -0.2, 0.0], [0.3, 0.0, 0.0], [0.1, 0.0, 0.0], [-0.1, -0.1, -0.2], [-0.1, 0.3, 0.2], [-0.1, 0.0, 0.0], [0.0, 0.0, -0.2], [0.0, 0.1, 0.3], [0.0, -0.3, -0.4], [-0.1, 0.1, -0.2], [-0.4, 1.1, 0.2], [-0.1, 0.1, -0.1], [-0.2, -0.4, 0.4], [0.1, -0.2, 0.2], [-0.1, -0.3, 0.1], [0.2, 0.1, -0.5], [-0.3, 0.5, 2.2], [-0.1, -0.1, 0.8], [-0.1, 0.0, 0.1], [-0.1, 0.4, 0.6], [0.2, -0.3, 0.2], [0.3, 0.2, 1.1], [-0.2, 0.2, 0.4], [-2.0, 0.3, 0.3], [0.3, -0.1, 0.2], [0.0, -0.3, 0.2], [0.2, 0.3, -0.2], [-0.2, 0.1, -0.2], [-0.3, 0.0, -0.2], [-0.4, 0.0, -0.2], [-0.2, 0.1, -0.3], [-0.3, 0.4, 0.1], [0.0, -0.3, -0.1], [-0.4, 0.9, 1.0], [0.0, -0.3, 0.0], [-1.5, 0.6, 1.0], [2.4, -0.3, -0.2], [-0.1, 0.2, -0.2]], "lowdin_spin": [-0.001, 0.000, 3.633, 0.000, 0.000, 0.000, 0.000, 0.005, 0.000, 0.000, 0.000, 0.000, 0.018, 0.000, 0.121, 0.000, 0.000, 0.000, 0.000, 0.000, 0.000, 0.000, 0.000, 0.001, 0.000, 0.090, 0.002, 0.001, 0.002, 0.000, 0.072, 0.000, 0.002, 0.000, 0.000, 0.000, 0.000, 0.000, 0.000, 0.000, 0.000, 0.000, 0.000, 0.000, 0.003, 0.000, 0.000, 0.000, 0.000, 0.000, 0.000, 0.000, 0.000, 0.000, 0.000, 0.024, 0.000, 0.001, 0.000, 0.000, 0.003, -0.001, 0.000, 0.000, 0.001, 0.000, 0.000, 0.002, 0.000, 0.008, 0.011, 0.000], "s_squared": 6.010, "charge": -1, "total_energy_ha": -3732.9798, "multiplicity": 5, "homo_ha": [-0.153, -0.126], "lumo_energy_ev": [1.76, 1.76]}

***

[2]
{"formula": "C27H34F3GeN4O8SSeTi", "method": "the ωB97M-V functional and the def2-TZVPD basis", "species": ["Ti", "H", "H", "H", "C", "N", "H", "H", "O", "C", "C", "H", "H", "F", "H", "H", "C", "H", "C", "H", "C", "N", "H", "H", "H", "H", "C", "H", "N", "H", "F", "C", "O", "O", "H", "H", "H", "C", "H", "O", "C", "H", "C", "S", "H", "H", "H", "O", "H", "F", "C", "O", "C", "C", "C", "C", "H", "C", "H", "H", "C", "C", "C", "O", "C", "C", "C", "H", "Se", "C", "O", "H", "Ge", "C", "H", "H", "N", "H", "C", "C"], "positions_angstrom": [[1.584, 0.376, -0.046], [-1.196, 3.162, 5.871], [-2.446, 2.598, -2.008], [3.681, 1.067, 1.498], [-5.744, 2.462, -1.210], [-2.053, -0.306, -0.011], [-1.770, 0.097, -0.905], [-3.731, -2.068, -3.420], [0.447, -2.117, -0.045], [-2.387, 0.909, 2.980], [0.356, 4.914, 1.116], [2.918, 2.606, 1.085], [-4.075, -0.591, -0.386], [3.590, -2.928, -1.487], [-3.354, -1.757, 0.714], [0.514, 2.337, -2.249], [-0.971, 4.524, 0.910], [-2.464, 1.091, 6.366], [0.069, 1.888, -0.463], [-6.722, 2.413, -1.676], [2.504, -3.523, -1.021], [0.631, -0.086, 3.958], [-4.672, 2.507, -3.072], [-1.813, -1.034, -4.459], [-1.352, -2.549, -3.696], [-2.324, 7.638, 0.659], [-1.666, -1.514, -3.486], [-1.251, -0.856, 0.291], [-0.661, -0.762, -2.751], [1.757, 6.523, 1.325], [1.623, -3.678, -2.011], [-3.178, -1.201, -0.214], [2.846, 1.408, -1.333], [0.598, 0.012, 1.712], [-3.381, -0.510, -2.681], [-2.958, 5.267, 0.576], [2.674, 1.360, 3.655], [-3.022, -1.542, -2.771], [-3.834, -2.924, -1.306], [2.658, -1.504, 0.709], [0.984, 0.490, 2.783], [-2.702, 0.270, 2.161], [-1.566, 6.875, 0.800], [1.732, -2.610, 0.423], [-3.244, -0.344, 4.497], [-6.511, 2.425, 0.796], [-0.727, 3.798, 3.543], [1.705, 1.162, -3.802], [0.618, 0.518, 4.767], [2.870, -4.762, -0.629], [-4.365, 2.512, 0.762], [1.676, -3.621, 1.449], [-0.245, 7.240, 1.016], [-5.624, 2.464, 0.172], [-3.018, -2.194, -1.374], [-1.265, 2.877, 3.743], [-0.157, -0.715, 3.896], [-3.341, 2.567, -1.396], [-2.089, -2.755, -1.229], [-4.301, 2.508, 1.846], [-3.203, 2.561, -0.003], [2.029, 1.579, 2.794], [-2.678, 0.559, 4.292], [4.091, -0.044, -3.296], [-1.531, 2.522, 5.063], [-1.920, 5.531, 0.750], [-4.594, 2.514, -1.990], [-0.151, -1.352, -2.098], [2.672, 0.449, -2.710], [2.722, 1.592, 1.433], [1.799, -0.739, -1.901], [1.529, 2.528, 3.021], [-1.384, 2.585, 0.776], [-1.670, 2.073, 2.678], [0.035, 8.288, 1.045], [1.130, 4.155, 1.196], [-0.157, 2.590, -1.512], [0.063, -0.371, -3.346], [-2.243, 1.363, 5.339], [0.719, 6.252, 1.175]], "forces_ev_per_a": [[0.7, 0.1, -0.9], [0.0, 0.0, 0.0], [0.0, 0.0, 0.0], [0.0, 0.0, 0.0], [0.0, 0.0, 0.0], [0.1, 0.0, 0.2], [0.0, -0.1, 0.0], [0.0, 0.0, 0.0], [0.0, -0.2, -0.1], [0.0, -0.1, 0.1], [0.0, 0.0, 0.0], [0.0, 0.0, 0.0], [0.0, 0.0, 0.0], [0.0, 0.0, 0.0], [0.0, 0.0, 0.0], [-0.1, 0.0, 0.0], [0.1, 0.0, 0.0], [0.0, 0.0, 0.0], [-0.6, 0.2, 0.2], [0.0, 0.0, 0.0], [-0.1, 0.0, 0.0], [-0.5, 0.2, -0.1], [0.0, 0.0, 0.0], [0.0, 0.0, 0.0], [0.0, -0.1, 0.0], [0.0, 0.0, 0.0], [0.0, 0.1, 0.0], [0.0, 0.0, -0.1], [-0.5, -0.3, 0.0], [0.0, 0.0, 0.0], [0.0, 0.0, 0.0], [0.0, 0.0, -0.2], [0.0, 0.0, -0.3], [-0.7, -0.1, 0.7], [0.0, 0.0, 0.0], [0.0, 0.0, 0.0], [0.0, 0.1, 0.0], [0.1, 0.0, 0.0], [0.0, 0.0, 0.0], [-0.1, -0.2, -0.1], [0.9, -0.2, 0.2], [0.0, 0.1, 0.0], [0.0, 0.0, 0.0], [0.2, 0.1, 0.6], [0.0, 0.0, 0.0], [0.0, 0.0, 0.0], [0.0, 0.0, 0.0], [0.1, -0.1, 0.0], [0.1, 0.0, 0.0], [0.0, 0.0, 0.0], [0.0, 0.1, 0.1], [0.0, 0.0, -0.1], [0.0, 0.0, 0.0], [0.0, 0.0, 0.0], [0.0, 0.0, 0.0], [0.1, 0.0, 0.0], [0.0, 0.0, 0.0], [0.0, -0.1, 0.0], [0.0, 0.0, 0.0], [0.0, 0.0, 0.0], [0.1, -0.1, -0.2], [-0.1, -0.1, 0.0], [0.0, 0.1, 0.0], [-0.1, 0.0, 0.0], [0.0, 0.0, 0.0], [-0.1, 0.0, 0.1], [0.0, 0.0, 0.0], [-0.2, 0.1, -0.1], [0.1, 0.1, 0.4], [-0.1, -0.1, 0.1], [0.6, 0.3, 0.1], [-0.1, 0.0, 0.0], [0.1, 0.2, -0.1], [-0.3, 0.0, 0.0], [0.0, 0.0, 0.0], [0.0, 0.0, 0.0], [0.4, -0.1, 0.0], [-0.3, 0.1, 0.0], [0.0, 0.0, 0.1], [0.0, 0.0, 0.0]], "lowdin_spin": [0.920, 0.000, 0.000, 0.004, 0.000, 0.002, 0.000, 0.000, 0.002, 0.000, 0.000, 0.002, 0.000, 0.000, 0.000, 0.001, -0.001, 0.000, 0.005, 0.000, 0.000, 0.000, 0.000, 0.000, 0.000, 0.000, 0.000, 0.001, 0.001, 0.000, 0.000, 0.000, 0.006, 0.000, 0.000, 0.000, -0.001, 0.000, 0.000, 0.009, 0.001, 0.000, 0.000, 0.001, 0.000, 0.000, 0.000, 0.000, 0.000, 0.000, 0.000, 0.000, 0.000, 0.000, 0.000, 0.000, 0.000, 0.000, 0.000, 0.000, 0.000, -0.001, 0.000, 0.000, 0.000, 0.000, 0.000, 0.000, 0.002, -0.001, 0.002, 0.000, -0.003, 0.000, 0.000, 0.000, 0.047, 0.000, 0.000, 0.000], "s_squared": 0.755, "charge": -2, "total_energy_ha": -7895.8959, "multiplicity": 2, "homo_ha": [-0.054, -0.062], "lumo_energy_ev": [4.18, 4.18]}